C22H26ClDyOP2 | ωB97M-V/def2-TZVPD

Each line ends with the Mulliken charge.
Geometry (Å):
Dy  -0.964  -0.883  1.842  -0.084
Cl  0.649  -2.672  1.341  -0.277
C  0.146  1.265  1.687  0.316
O  0.818  2.237  1.666  -0.283
P  0.127  0.222  -0.733  1.080
C  -1.399  -0.181  -1.670  0.419
C  0.577  1.811  -1.492  0.228
C  1.368  -0.894  -1.497  0.370
C  1.764  2.008  -2.214  -0.268
C  2.075  3.266  -2.734  -0.725
C  1.203  4.340  -2.538  -0.473
C  0.009  4.144  -1.838  -0.829
C  -0.299  2.893  -1.306  -0.078
H  2.441  1.177  -2.377  0.381
H  2.992  3.398  -3.308  0.438
H  1.442  5.321  -2.954  0.417
H  -0.692  4.971  -1.725  0.426
H  -1.225  2.747  -0.759  0.368
C  -2.329  -1.081  -1.117  -0.147
C  -3.538  -1.305  -1.784  -0.714
C  -3.780  -0.734  -3.031  -0.561
C  -2.822  0.094  -3.616  -0.736
C  -1.642  0.380  -2.933  -0.025
H  -2.071  -1.718  -0.243  0.051
H  -4.269  -1.982  -1.344  0.423
H  -4.696  -0.962  -3.576  0.423
H  -2.962  0.509  -4.612  0.437
H  -0.883  1.035  -3.375  0.501
C  1.136  -1.615  -2.670  -0.291
C  2.102  -2.502  -3.152  -0.703
C  3.296  -2.698  -2.455  -0.574
C  3.542  -1.965  -1.292  -0.678
C  2.596  -1.049  -0.823  -0.007
H  0.197  -1.462  -3.204  0.373
H  1.919  -3.024  -4.081  0.442
H  4.044  -3.394  -2.825  0.425
H  4.485  -2.085  -0.758  0.430
H  2.790  -0.462  0.079  0.335
H  -2.808  -3.258  1.485  0.163
H  -2.059  -3.376  1.319  -0.050
C  0.974  0.529  5.727  -1.061
P  0.171  0.062  4.177  0.671
C  -0.088  -1.727  4.509  -1.132
C  -1.548  0.676  4.472  -1.059
H  1.975  0.077  5.821  0.379
H  0.285  0.084  6.464  0.408
H  1.023  1.622  5.847  0.378
H  -0.495  -1.814  5.525  0.485
H  -0.811  -2.287  3.853  0.369
H  0.896  -2.228  4.491  0.449
H  -1.802  0.379  5.502  0.390
H  -1.486  1.779  4.437  0.389
H  -2.373  0.334  3.789  0.389

Results
2S+1: 6
F_max: 7.2 eV Å⁻¹
net charge: +2
HOMO energy (alpha / beta): -14.521 / -14.593 eV
HOMO-LUMO gap (alpha / beta): 0.167 / 0.282 Eh